No. 1
A structure of composition C15H29F6O5PSiTi in a non-equilibrium geometry. Source: the OMol25 dataset; level of theory: the ωB97M-V functional and the def2-TZVPD basis.

ORCA input file:
```
! wB97M-V def2-TZVPD RIJCOSX def2/J DEFGRID3
* xyz 3 2
Ti -0.466 -0.826 0.124
P -2.748 -3.050 0.898
Si 1.928 -5.015 -1.308
F -0.946 -2.008 1.440
F -3.317 -1.563 0.941
F -2.064 -2.602 -0.535
F -2.969 -3.172 2.426
F -1.791 -4.281 0.897
F -4.002 -3.717 0.331
O -0.980 -0.673 -1.938
O 0.826 0.602 -0.616
O -0.650 0.485 1.946
O -1.999 0.687 -0.144
O 1.409 -0.836 1.428
C 2.539 -0.309 0.693
C -2.358 -0.292 -2.243
C 0.069 -0.066 -2.745
C 2.070 -6.098 0.543
C 0.628 1.097 -1.981
C 1.174 -3.416 -0.907
C 2.078 0.965 0.061
C 1.366 -0.316 2.791
C 3.704 -4.908 -1.707
C -0.068 -0.080 3.143
C -2.700 0.898 -1.395
C 0.789 -6.118 -2.203
C -1.979 1.011 2.187
C -2.386 1.634 0.896
C 0.680 -2.329 -0.658
H 2.380 -7.080 0.196
H 0.540 -5.604 -3.139
H 2.786 1.338 -0.675
H -0.341 0.231 -3.708
H -2.378 1.852 -1.814
H 1.841 1.753 0.773
H -3.772 0.934 -1.206
H 3.741 -4.511 -2.732
H -2.634 0.193 2.485
H -3.463 1.788 0.858
H 1.264 -7.074 -2.430
H 2.801 -1.054 -0.052
H -0.606 -0.985 3.414
H 1.927 0.617 2.820
H 0.813 -0.844 -2.892
H 4.185 -5.887 -1.699
H -0.032 1.960 -1.927
H 2.819 -5.497 1.053
H -1.869 2.572 0.695
H 4.227 -4.228 -1.037
H 1.588 1.405 -2.389
H -1.933 1.755 2.981
H 3.386 -0.151 1.359
H -2.961 -1.159 -1.997
H 1.835 -1.041 3.453
H -2.439 -0.090 -3.308
H 1.024 -5.981 0.830
H -0.149 0.643 3.954
H -0.130 -6.289 -1.641
*
```

Results
LUMO level (alpha / beta) = -11.0 / -12.3 eV
energy relative to the best compared isomer or geometry (same formula, charge and spin) = 10.8 kcal/mol
⟨S²⟩ = 0.7549

---

No. 2
A cluster of 3 separate species, C15H29FO9S in total in a non-equilibrium geometry. Source: the OMol25 dataset; level of theory: the ωB97M-V functional and the def2-TZVPD basis.

ORCA input file:
```
! wB97M-V def2-TZVPD RIJCOSX def2/J DEFGRID3
* xyz 0 1
S 2.729 1.230 -3.266
F 2.421 2.606 -1.291
O -2.357 -0.296 0.321
O 4.020 1.245 1.880
O 1.697 2.048 -4.309
O 2.848 -0.216 -3.682
O -3.024 1.839 -0.366
O -2.866 -2.800 6.517
O -3.108 -3.310 4.381
O 5.478 -0.391 1.644
O 2.125 1.292 -1.647
C 0.440 1.375 -4.692
C -0.841 2.371 -4.574
C -3.877 -2.128 2.394
C 4.620 0.758 -0.350
C -2.195 1.652 -4.024
C -3.546 -2.753 5.522
C 6.188 -1.359 0.859
C -3.356 1.327 -1.669
C -3.887 -3.423 3.182
C -4.854 -2.006 5.522
C 7.452 -0.766 0.269
C 4.661 0.544 1.138
C -2.060 1.037 -2.562
C -2.271 0.935 0.373
C -1.175 1.558 1.327
H -5.532 -2.298 4.723
H -4.898 -3.772 3.409
H -1.901 -0.083 -2.675
H -4.650 -0.937 5.453
H 8.093 -0.373 1.061
H -4.437 -2.239 1.464
H 0.577 1.120 -5.800
H -3.416 -4.207 2.586
H -4.313 -1.304 2.962
H -0.563 3.208 -3.856
H 5.246 1.620 -0.588
H 7.235 0.067 -0.402
H 6.458 -2.166 1.543
H -2.363 0.788 -4.754
H -3.012 2.436 -4.097
H 8.006 -1.522 -0.291
H -3.894 0.333 -1.493
H 0.266 0.382 -4.172
H -2.853 -1.836 2.156
H -1.663 2.013 2.247
H -0.429 0.785 1.645
H -0.640 2.397 0.785
H -1.104 1.450 -2.102
H -4.110 2.011 -2.161
H 3.580 0.959 -0.686
H 4.952 -0.103 -0.926
H -5.370 -2.218 6.459
H -1.044 2.869 -5.583
H 5.534 -1.799 0.103
*
```

Results
LUMO level = -0.1 eV
energy relative to the best compared isomer or geometry (same formula, charge and spin) = 139.0 kcal/mol

---

No. 3
The ion C15H29N2 with charge +1 in a non-equilibrium geometry. Source: the OMol25 dataset; level of theory: the ωB97M-V functional and the def2-TZVPD basis.

ORCA input file:
```
! wB97M-V def2-TZVPD RIJCOSX def2/J DEFGRID3
* xyz 1 1
N -1.714 -4.359 1.229
N -0.502 -1.426 -0.088
C 3.222 1.966 -0.040
C -2.636 -1.244 1.140
C -1.351 1.727 -1.578
C 2.581 1.439 1.198
C -1.473 -1.941 2.115
C 3.305 0.320 2.206
C 1.289 2.462 -1.956
C -2.032 -3.481 2.447
C -0.327 -2.265 0.986
C 2.727 1.695 -1.581
C -2.256 0.387 -1.154
C 0.099 1.351 -2.242
C -0.180 1.102 -3.867
C 1.074 1.947 1.714
C -1.637 -0.449 0.110
H 0.554 -3.038 0.949
H 0.171 -1.595 -0.866
H 4.213 2.607 0.113
H 0.402 1.939 0.751
H 0.513 0.322 -1.841
H 3.586 2.106 -2.290
H -1.447 -3.892 3.379
H -0.696 2.009 -4.395
H 1.098 3.038 2.143
H -3.272 -0.553 1.856
H -1.058 -1.307 3.012
H 2.542 0.020 3.073
H -0.863 -4.966 1.427
H -2.505 -5.031 1.072
H 0.968 3.118 -1.041
H -2.538 -0.268 -2.091
H 0.846 0.777 -4.328
H -3.290 0.845 -0.771
H 1.482 3.053 -2.947
H -3.417 -2.006 0.686
H -1.226 2.414 -0.618
H -2.021 2.371 -2.326
H 0.597 1.161 2.456
H -0.901 0.156 -3.905
H 4.309 0.706 2.672
H -1.221 0.422 0.808
H 2.683 0.535 -1.771
H 3.501 -0.654 1.584
H -3.199 -3.522 2.570
*
```

Results
structure (SMILES) = CC(C)=CCC[C@H](C)CC[C@H]1C[C@@H](CN)C=[NH+]1
LUMO level = -4.1 eV
energy relative to the best compared isomer or geometry (same formula, charge and spin) = 191.9 kcal/mol

---

No. 4
A structure of composition C15H29N2O4P2Tb in a non-equilibrium geometry. Source: the OMol25 dataset; level of theory: the ωB97M-V functional and the def2-TZVPD basis.

ORCA input file:
```
! wB97M-V def2-TZVPD RIJCOSX def2/J DEFGRID3
* xyz 0 7
Tb 0.390 -1.039 0.016
P -2.520 -0.462 -0.335
P 2.188 1.857 0.629
O -0.716 -3.214 0.492
O 1.759 -2.329 1.930
O -1.727 0.387 2.919
O -0.278 -3.441 -4.992
N 0.075 -0.857 2.219
N 0.065 0.940 -1.534
C 0.772 -1.890 4.217
C 3.821 1.234 0.190
C -0.041 2.051 -4.132
C -0.483 -1.066 4.488
C 0.981 -1.748 2.731
C -2.032 -0.246 -2.014
C 0.782 2.584 -3.139
C -0.927 1.048 -3.768
C -3.859 0.766 -0.063
C 1.561 2.792 -0.787
C 0.773 2.048 -1.856
C -0.833 -0.395 3.181
C -0.937 0.547 -2.439
C -3.507 -2.014 -0.376
C 2.392 2.950 2.025
H 1.423 3.446 -3.332
H 0.110 -2.857 -4.317
H -0.491 -4.007 -0.029
H 2.331 -1.002 -0.893
H 1.635 -1.490 4.762
H 3.369 3.452 1.961
H -2.526 -0.805 -2.820
H 0.663 -2.944 4.508
H 3.827 0.929 -0.861
H 1.191 0.867 0.973
H -3.954 0.980 1.016
H -0.562 -3.473 1.429
H -1.599 0.593 -4.496
H 2.336 2.351 2.939
H 1.586 3.694 2.009
H -4.809 0.364 -0.449
H 0.026 2.415 -5.157
H 2.497 -0.698 -0.207
H 0.923 3.588 -0.348
H -0.421 -4.273 -4.527
H -0.317 -0.308 5.261
H -1.320 -1.695 4.815
H -2.874 -2.877 -0.606
H 4.060 0.376 0.822
H -4.308 -1.940 -1.126
H -3.598 1.683 -0.614
H 2.433 3.272 -1.265
H 4.610 1.992 0.323
H -3.944 -2.138 0.627
*
```

Results
LUMO level (alpha / beta) = 0.0 / 0.0 eV
⟨S²⟩ = 12.9836

---

No. 5
The molecule C15H29N3OS. Source: the OMol25 dataset; level of theory: the ωB97M-V functional and the def2-TZVPD basis.

ORCA input file:
```
! wB97M-V def2-TZVPD RIJCOSX def2/J DEFGRID3
* xyz 0 1
S 4.050 2.410 0.652
O 3.228 -2.382 0.101
N 3.018 -0.170 -0.142
N 4.403 -0.036 -0.224
N 6.319 1.126 0.400
C -7.820 1.227 -0.489
C 0.262 -0.845 -0.907
C -1.246 -0.938 -0.692
C -1.669 -0.204 0.581
C 7.412 0.108 -1.575
C 7.248 0.115 -0.056
C -3.180 -0.292 0.821
C -5.497 0.474 0.162
C -4.011 0.498 -0.188
C -0.910 -0.789 1.775
C 0.599 -0.694 1.573
C 4.978 1.085 0.270
C 1.005 -1.435 0.295
C -6.339 1.253 -0.846
C 2.505 -1.401 0.098
H -1.539 -1.988 -0.614
H 0.543 0.202 -1.039
H -5.642 0.901 1.157
H -5.992 2.288 -0.880
H -1.196 -1.835 1.904
H 0.732 -2.490 0.399
H 7.783 1.070 -1.919
H 8.119 -0.663 -1.868
H 8.208 0.320 0.422
H 6.459 -0.088 -2.061
H -1.754 -0.511 -1.557
H -6.198 0.825 -1.841
H 1.116 -1.127 2.431
H -1.396 0.853 0.481
H -5.843 -0.562 0.195
H -1.187 -0.253 2.686
H 2.567 0.717 0.078
H 0.884 0.358 1.503
H 6.907 -0.866 0.290
H 4.846 -0.951 -0.172
H -3.878 0.082 -1.189
H 0.542 -1.385 -1.813
H -3.664 1.534 -0.210
H -8.400 1.787 -1.218
H -8.189 0.204 -0.468
H -3.395 0.093 1.821
H -3.487 -1.340 0.801
H -7.983 1.669 0.492
H 6.687 2.047 0.584
*
```

Results
structure (SMILES) = CCCCC[C@H]1CC[C@H](C(=O)NNC(=S)NCC)CC1
LUMO level = 0.7 eV
energy relative to the best compared isomer or geometry (same formula, charge and spin) = 0.5 kcal/mol

---

Which energy belongs to each record? In order, -82825.8175; -47999.0252; -18989.4603; -68203.8417; -33379.6599 eV.